[1]
Computed, not measured: a structure of composition C26H64Cl4CrF3N2O20P4, with ωB97M-V with the def2-TZVPD basis set.

CARTESIAN COORDINATES (ANGSTROEM)
Cr: -3.06125 4.04765 -0.97016
C: -0.06231 2.33612 0.07456
O: -0.22785 1.24687 -0.73478
O: -1.14337 3.25270 -0.22060
C: 0.13766 1.88348 1.58589
F: -0.23038 2.72847 2.60186
F: -0.68991 0.86170 1.86412
F: 1.34504 1.38432 1.73086
C: 0.93975 0.68280 -1.35816
C: 0.48629 -0.74364 -1.79043
H: -0.44778 -0.84696 -2.34263
H: 1.19949 -1.40074 -2.28811
H: 0.15531 -1.25967 -0.88917
H: 1.74962 0.57102 -0.63724
H: 1.29127 1.25183 -2.21882
H: 0.85080 2.86430 -0.19994
C: -6.99315 -2.33034 2.97752
C: -5.62348 -1.79568 3.29919
O: -5.06676 -2.04648 4.40268
N: -4.98986 -1.07231 2.39657
C: -3.73111 -0.34031 2.61501
H: -7.26785 -2.42889 1.92731
H: -7.78177 -1.74045 3.44465
H: -7.05437 -3.27865 3.51145
H: -5.37303 -1.09203 1.46228
H: -3.62384 0.71135 2.34933
H: -2.99380 -0.88172 2.02226
H: -3.32502 -0.32279 3.62639
C: -5.47912 3.65742 2.42220
C: -3.98711 3.86797 2.06209
O: -3.69713 4.39275 0.93232
N: -2.97708 3.44746 2.84932
C: -3.08370 2.67646 4.08585
H: -5.95096 4.59923 2.70230
H: -5.77162 2.92285 3.17250
H: -6.07099 3.64494 1.50698
H: -2.02013 3.68095 2.62613
H: -2.24152 1.98461 4.09892
H: -3.90558 1.96223 4.13584
H: -3.24858 3.31847 4.95113
C: -1.47974 5.41910 -4.40047
O: -2.35600 4.66130 -5.22853
P: -2.99514 3.40875 -4.38714
O: -2.93586 3.59359 -2.92336
O: -4.48377 3.44597 -4.91481
C: -4.79984 3.59167 -6.29397
O: -2.34713 2.00727 -5.01692
C: -1.04119 1.54816 -4.73229
H: -1.10670 4.86986 -3.53602
H: -2.01304 6.34803 -4.19850
H: -0.62980 5.58640 -5.06208
H: -3.98956 3.77925 -6.99849
H: -5.45509 4.44691 -6.45920
H: -5.23733 2.67036 -6.67855
H: -0.50278 2.20655 -4.05057
H: -0.36963 1.28713 -5.55020
H: -1.32637 0.68049 -4.13739
C: 0.48294 -4.48586 -1.81934
O: 1.43581 -4.72415 -0.73591
P: 2.96452 -5.25307 -1.03574
O: 3.92221 -4.32502 -1.78506
O: 3.52975 -5.57396 0.42395
C: 3.65022 -4.56290 1.36492
O: 2.80233 -6.75852 -1.58346
C: 3.48044 -7.20464 -2.73851
H: -0.22756 -5.31246 -1.81486
H: 0.83220 -4.29137 -2.83339
H: -0.08498 -3.65284 -1.40504
H: 4.63519 -4.09623 1.35273
H: 3.53975 -4.93220 2.38449
H: 2.87818 -3.81835 1.17071
H: 3.64889 -6.50212 -3.55472
H: 3.03152 -8.12935 -3.10111
H: 4.46755 -7.64046 -2.58425
C: 4.47449 3.21814 -2.46622
O: 4.25329 1.78183 -2.35777
P: 3.86553 0.90128 -3.60864
O: 2.68077 1.34777 -4.47497
O: 5.30266 0.85485 -4.35198
C: 6.49243 0.39964 -3.72152
O: 3.79449 -0.59014 -2.97557
C: 3.86330 -1.73124 -3.88548
H: 4.95721 3.59837 -3.36650
H: 4.88981 3.75897 -1.61585
H: 3.50912 3.69592 -2.63323
H: 6.21377 0.00052 -2.74624
H: 7.13754 1.27108 -3.60966
H: 7.00924 -0.38548 -4.27340
H: 4.81532 -2.24910 -4.00198
H: 3.51012 -1.38031 -4.85512
H: 3.15371 -2.47266 -3.51818
C: 0.46736 -2.18223 3.19186
O: -0.15945 -3.40004 3.56437
P: -1.66117 -3.69089 3.02517
O: -2.67573 -3.30924 4.02736
O: -1.72771 -2.92846 1.57959
C: -2.58200 -3.52202 0.66471
O: -1.52811 -5.29781 2.64770
C: -0.65264 -5.90885 1.68512
H: 1.21232 -2.40230 2.42720
H: 1.09334 -1.72734 3.95952
H: -0.34439 -1.49053 2.96661
H: -3.33492 -4.16319 1.12308
H: -2.02558 -4.21591 0.03463
H: -3.10595 -2.89978 -0.06082
H: -0.23715 -6.87514 1.97102
H: 0.15732 -5.21873 1.44891
H: -1.28308 -6.14174 0.82697
Cl: 1.82222 0.86164 6.96594
C: 1.07987 1.48269 5.51933
C: 1.21101 3.00724 5.42865
Cl: 2.98057 3.47485 5.57887
H: 0.02092 1.27596 5.67418
H: 1.50479 0.85060 4.73960
H: 0.56542 3.63249 6.04540
H: 0.90147 3.30335 4.42636
Cl: 3.39161 4.51792 1.14523
C: 4.66121 3.82552 2.18443
C: 4.40371 2.34551 2.47904
Cl: 5.96701 1.37356 2.51648
H: 4.85003 4.42262 3.07657
H: 5.54681 3.96784 1.56510
H: 3.71864 2.07245 1.67641
H: 3.88468 2.25595 3.43333

Summary:
**Net charge**: +1
**Highest occupied orbital energy (alpha / beta)**: -0.3948 / -0.3948 hartree
**Molecular weight**: 1099.49 g/mol
**Expectation value of S²**: 6.01
**Multiplicity**: 5
**Orbital gap (alpha / beta)**: 6.54 / 6.95 eV
**LUMO energy (alpha / beta)**: -0.1543 / -0.1393 Ha

Here are the Mulliken charges for atoms 1 to 99, given in e: Cr 1.37; C 0.17; O -0.62; O -0.59; C 0.56; F -0.43; F -0.16; F -0.19; C 0.18; C -0.88; H 0.42; H -0.04; H 0.03; H 0.24; H 0.12; H 0.37; C -1.21; C 0.72; O -0.60; N -0.01; C -0.74; H 0.37; H 0.30; H 0.32; H 0.26; H 0.20; H 0.08; H 0.24; C -1.10; C 0.87; O -1.00; N 0.17; C -1.20; H 0.40; H 0.31; H 0.37; H 0.20; H 0.31; H 0.39; H 0.41; C -0.52; O -0.34; P 0.69; O 0.00; O -0.35; C -0.75; O -0.42; C -0.46; H 0.22; H 0.25; H 0.24; H 0.31; H 0.29; H 0.30; H 0.13; H 0.31; H 0.30; C -0.38; O 0.35; P 0.37; O -0.51; O -0.34; C -0.36; O -0.31; C -0.75; H 0.33; H 0.38; H -0.21; H 0.30; H 0.25; H -0.03; H 0.30; H 0.29; H 0.32; C -0.83; O 0.01; P 0.73; O -0.68; O -0.38; C -0.72; O -0.02; C -0.49; H 0.35; H 0.27; H 0.30; H 0.32; H 0.26; H 0.27; H 0.28; H 0.43; H -0.13; C -0.01; O -0.39; P 0.57; O -0.54; O 0.51; C -1.02; O -0.45; C -0.53


[2]
Computed, not measured: a cluster of 5 separate species, C26H64F6N3O3P2 in total, with ωB97M-V with the def2-TZVPD basis set.

CARTESIAN COORDINATES (ANGSTROEM)
C: 3.62828 4.49977 -2.39928
C: 4.33825 4.63571 -3.72679
C: 4.45430 3.28424 -4.62072
C: 4.33394 1.92416 -3.84561
P: 4.16960 0.45649 -4.95561
C: 5.61476 0.44496 -6.09698
C: 6.93987 0.47866 -5.40396
C: 8.20373 0.52166 -6.17586
C: 8.23288 1.53686 -7.33206
C: 4.10493 -1.14975 -4.06433
C: 3.48461 -1.21849 -2.65671
C: 3.70256 -2.59684 -2.02371
C: 3.15114 -3.74103 -2.88224
C: 2.64791 0.57309 -5.99552
C: 1.26744 0.72396 -5.13364
C: -0.00788 0.68532 -6.03347
C: -1.25966 0.70231 -5.23642
H: 2.66987 4.00523 -2.55735
H: 3.53446 5.50165 -1.98034
H: 4.22075 3.89013 -1.71706
H: 5.32580 4.99073 -3.43218
H: 4.03731 5.49721 -4.32291
H: 5.41725 3.39243 -5.11986
H: 3.82494 3.28438 -5.51067
H: 3.48299 1.83099 -3.17084
H: 5.29112 1.76323 -3.34963
H: 5.45260 1.34160 -6.69516
H: 5.52533 -0.46419 -6.69159
H: 7.11530 -0.19337 -4.56390
H: 6.91383 1.44545 -4.90121
H: 8.46538 -0.46522 -6.55756
H: 8.97319 0.66464 -5.41718
H: 7.78892 2.50558 -7.10272
H: 7.68377 1.07798 -8.15425
H: 9.18537 1.86095 -7.75139
H: 5.15014 -1.42798 -3.92933
H: 3.69291 -1.90907 -4.72898
H: 2.40475 -1.19524 -2.80320
H: 3.63018 -0.41486 -1.93484
H: 3.21183 -2.54508 -1.05180
H: 4.75925 -2.78199 -1.83075
H: 3.78955 -3.93372 -3.74445
H: 2.09369 -3.62130 -3.11796
H: 3.13238 -4.67965 -2.32841
H: 2.64468 -0.32862 -6.60791
H: 2.86644 1.40580 -6.66405
H: 1.39930 1.58460 -4.47788
H: 1.19972 -0.16067 -4.50043
H: -0.00478 -0.21033 -6.65469
H: 0.05795 1.54890 -6.69527
H: -1.35577 1.54700 -4.55427
H: -1.33747 -0.24770 -4.70771
H: -2.12466 0.75872 -5.89726
C: 2.86632 1.12907 6.54121
C: 1.56658 1.63663 7.07374
C: 1.64673 2.28130 8.44443
O: 0.35736 2.81188 8.68080
C: -0.56811 2.10180 9.52380
N: 1.10569 2.72726 6.06310
H: 0.70540 2.42025 5.18810
H: 0.42498 3.18875 6.64942
H: 1.79174 3.42352 5.80884
H: 3.15517 0.24349 7.10727
H: 3.60457 1.92363 6.64965
H: 2.97954 0.90552 5.48041
H: 0.75107 0.91351 7.06139
H: 2.39775 3.05085 8.62293
H: 1.78704 1.39309 9.06046
H: -0.02840 1.87352 10.44288
H: -0.95548 1.17690 9.09649
H: -1.39804 2.77405 9.74152
C: -13.61392 0.85741 3.24296
C: -12.22357 0.28751 3.12936
O: -11.76282 -0.44146 2.25005
N: -11.33860 0.61987 4.32321
H: -11.76268 1.43302 4.74634
H: -11.45458 -0.00898 5.10500
C: -9.90013 1.13190 4.00241
H: -14.17123 0.02330 3.66929
H: -13.91473 1.04806 2.21277
H: -13.67671 1.81353 3.76256
H: -9.74681 1.17013 2.92393
H: -9.36277 0.26188 4.37978
H: -9.55705 2.02818 4.51921
C: -6.26379 -6.18009 2.64717
C: -5.38820 -6.32155 3.81507
O: -5.74641 -6.65446 4.94811
N: -3.84304 -6.04524 3.70219
H: -3.45965 -6.88182 3.28598
H: -3.65957 -5.28207 3.06656
C: -3.02536 -5.81155 4.97292
H: -5.72342 -6.43421 1.73529
H: -6.75938 -5.22141 2.49414
H: -7.09435 -6.85326 2.85958
H: -1.95959 -5.73201 4.75868
H: -3.11215 -6.71965 5.56951
H: -3.26921 -4.91611 5.54462
P: -2.51138 -0.59657 1.28041
F: -1.55433 -1.76317 1.71454
F: -2.51240 -0.04040 2.85029
F: -1.17341 0.31491 1.07729
F: -3.48089 0.61042 0.70615
F: -2.47979 -1.17925 -0.22964
F: -3.81296 -1.57118 1.50571

Summary:
**Net charge**: +3
**Highest occupied orbital energy**: -0.5657 hartree
**Molecular weight**: 642.75 g/mol
**Energy above the lowest of the compared OMol25 structures with the same formula, charge and spin**: 93.7 kcal/mol
**Orbital gap**: 9.24 eV
**LUMO energy**: -0.2261 Ha

Here are the Mulliken charges for atoms 1 to 99, given in e: C -1.18; C -0.67; C -0.81; C -0.88; P 0.36; C -0.61; C -0.70; C -0.78; C -1.20; C -1.08; C -0.51; C -0.67; C -1.20; C -1.12; C -0.37; C -0.39; C -1.35; H 0.28; H 0.40; H 0.30; H 0.35; H 0.43; H 0.10; H 0.54; H 0.75; H 0.64; H 0.51; H 0.56; H 0.39; H 0.18; H 0.39; H 0.40; H 0.27; H 0.30; H 0.37; H 0.65; H 0.60; H 0.13; H 0.40; H 0.39; H 0.33; H 0.31; H 0.31; H 0.40; H 0.63; H 0.66; H 0.34; H 0.08; H 0.31; H 0.38; H 0.33; H 0.34; H 0.40; C -1.47; C 0.23; C -0.53; O -0.42; C -0.67; N -0.31; H 0.32; H 0.38; H 0.35; H 0.36; H 0.39; H 0.43; H 0.28; H 0.36; H 0.42; H 0.33; H 0.29; H 0.25; C -0.95; C 0.46; O -0.42; N -0.15; H 0.38; H 0.38; C -0.73; H 0.32; H 0.33; H 0.40; H 0.30; H 0.34; H 0.35; C -1.03; C 0.64; O -0.42; N -0.20; H 0.39; H 0.39; C -0.84; H 0.36; H 0.32; H 0.33; H 0.36; H 0.36; H 0.33; P 1.17; F -0.33